{"formula": "C4H16N2O2", "method": "the ωB97M-V functional and the def2-TZVPD basis", "species": ["C", "N", "C", "C", "C", "N", "H", "H", "H", "H", "H", "H", "H", "H", "H", "H", "H", "H", "O", "H", "H", "O", "H", "H"], "positions_angstrom": [[1.211504, 2.245474, -1.197728], [0.596654, 1.742405, 0.042824], [-0.722499, 1.136907, -0.208828], [-1.322190, 0.548834, 1.065410], [-1.922090, -0.860400, 0.935627], [-1.235398, -1.913207, 1.752251], [1.853473, 1.486066, -1.654865], [1.832979, 3.113900, -0.951691], [0.464358, 2.636538, -1.872261], [1.195678, 0.981578, 0.341579], [-0.576019, 0.412233, -1.017481], [-1.395381, 1.909303, -0.563711], [-0.572877, 0.536586, 1.863088], [-2.055134, 1.227877, 1.515319], [-2.955882, -0.839818, 1.273197], [-1.933103, -1.228117, -0.089940], [-0.635409, -2.466649, 1.151483], [-0.600025, -1.442419, 2.393686], [-0.034380, -1.729712, -2.282950], [-0.346670, -1.474775, -1.413560], [0.028671, -0.933421, -2.812640], [2.632321, -0.734806, 0.285716], [3.425495, -0.304592, 0.634266], [2.362446, -1.351740, 0.980202]], "forces_ev_per_angstrom": [[0.396, 0.404, 0.931], [-0.297, 0.098, -0.222], [0.761, 0.404, 0.214], [-0.006, -0.249, 0.411], [0.097, -0.566, 0.700], [0.252, 0.655, -0.339], [-0.218, 0.062, -0.352], [0.122, -0.182, -0.046], [-0.291, -0.207, -0.365], [0.007, 0.013, 0.271], [-0.576, -0.259, 0.080], [-0.013, 0.179, -0.350], [0.327, -0.164, -0.247], [-0.113, -0.005, -0.466], [-0.137, 0.001, -0.092], [-0.133, 0.243, -0.142], [-0.045, -0.096, 0.016], [-0.199, -0.203, 0.063], [0.085, -0.571, -0.193], [0.016, 0.227, -0.013], [-0.033, 0.199, 0.111], [0.063, 0.029, 0.311], [-0.161, -0.126, -0.086], [0.098, 0.114, -0.194]], "lowdin_charge": [-0.1305, -0.1270, -0.2440, -0.1756, -0.2604, -0.0094, 0.0738, 0.0697, 0.0685, 0.0514, 0.0796, 0.1116, 0.0988, 0.1078, 0.0944, 0.0905, 0.0468, 0.0475, -0.0503, -0.0159, 0.0324, -0.0555, 0.0520, 0.0438], "charge": 0, "smiles": "CNCCCN.O.O", "spin_multiplicity": 1}

***

{"formula": "C4H16N2O2", "method": "the ωB97M-V functional and the def2-TZVPD basis", "species": ["C", "C", "C", "C", "N", "N", "H", "H", "H", "H", "H", "H", "H", "H", "H", "H", "H", "H", "H", "H", "O", "H", "H", "O"], "positions_angstrom": [[-1.341396, -0.880256, 1.321296], [-0.370086, 0.386577, 1.712544], [-0.666189, 1.579808, 0.821099], [-0.124499, 2.137914, -1.648825], [-0.177143, 1.133443, -0.577180], [-1.423733, -1.158413, -0.148996], [-2.346033, -0.681192, 1.746133], [-0.991623, -1.813053, 1.772555], [-0.667042, 0.687032, 2.728670], [0.707113, 0.220088, 1.754915], [-0.186374, 2.336190, 1.269821], [-1.758526, 1.743752, 0.812620], [-1.224192, 2.294522, -1.851665], [0.339772, 3.109863, -1.571875], [0.157676, 1.695493, -2.586315], [0.731626, 0.761453, -0.470856], [-1.568005, -0.333612, -0.611986], [-2.138369, -1.797688, -0.289313], [0.659565, -3.101828, -0.068690], [0.266824, -1.624152, -0.489098], [1.038813, -2.237405, -0.200206], [3.295155, -0.613006, -1.391573], [2.155817, -1.340245, -0.718125], [2.559410, -0.351733, -0.823377]], "forces_ev_per_angstrom": [[0.825, 0.738, 0.235], [-1.877, -1.389, 0.231], [-2.790, -5.529, -2.181], [-4.143, -1.718, -1.330], [1.166, 5.702, 1.722], [2.380, 0.071, 2.963], [0.503, 0.141, -0.238], [0.191, 0.387, 0.171], [0.109, -0.228, -0.217], [-0.083, -0.539, -0.245], [2.262, 3.536, 0.445], [0.510, 0.306, -0.416], [0.864, 0.637, 0.238], [0.498, 0.139, 1.138], [0.902, -0.501, -0.148], [1.744, -2.146, -0.136], [-1.354, 2.074, -1.623], [-1.581, -1.377, -0.810], [-0.086, -0.471, -0.082], [0.897, -1.811, 0.766], [-1.043, 1.266, -0.477], [0.232, 0.791, -0.063], [0.799, 2.666, 0.267], [-0.924, -2.745, -0.210]], "lowdin_charge": [-0.1617, -0.1267, -0.0960, 0.0040, 0.1349, 0.0181, 0.1174, 0.1108, 0.1252, 0.1191, 0.1038, 0.1524, 0.1278, 0.1261, 0.0988, 0.0810, 0.0216, 0.0850, 0.0679, 0.0487, -0.0899, 0.0377, 0.0421, -0.1479], "charge": 1, "spin_multiplicity": 2}

***

{"formula": "C4H16N3O", "method": "the ωB97M-V functional and the def2-TZVPD basis", "species": ["N", "C", "C", "C", "N", "C", "N", "H", "H", "H", "H", "H", "H", "H", "H", "H", "H", "H", "H", "H", "H", "H", "H", "O"], "positions_angstrom": [[0.113711, 0.299764, -1.020684], [0.444171, 0.051271, 0.392482], [-0.585691, -0.985160, 0.964713], [-1.942463, -0.684166, 0.377578], [-2.257577, 0.791830, 0.643593], [1.875206, -0.505526, 0.490846], [2.845093, 0.540385, 0.099478], [-1.627943, 1.278517, 0.017298], [-0.679398, 4.249240, -0.800404], [0.501469, 1.227847, -1.255763], [0.208073, 0.946998, 0.974406], [-0.324376, -2.042088, 0.931029], [-0.627676, -0.729936, 2.040772], [-1.989498, -0.954504, -0.675012], [-2.745083, -1.172677, 0.943403], [-0.918128, 3.547329, -0.820312], [-3.180506, 0.931880, 0.235714], [1.989248, -1.344746, -0.199497], [2.091796, -0.817621, 1.518250], [2.932155, 1.281418, 0.787967], [3.750114, 0.101514, -0.000251], [0.075303, -2.577400, -2.473889], [0.025338, -1.213247, -1.585427], [0.026655, -2.220921, -1.586292]], "forces_ev_per_angstrom": [[0.991, 1.083, 0.765], [-1.113, -1.611, -0.508], [0.218, 0.824, 0.981], [-1.056, 1.002, 1.194], [0.189, -1.378, -0.895], [0.429, 1.457, 0.258], [-0.086, -0.270, -0.357], [-0.141, 0.509, -0.053], [0.016, -0.012, 0.002], [-0.068, -0.472, -0.072], [0.873, 0.203, -0.008], [0.212, 0.136, -0.577], [-0.089, -0.197, -0.291], [-0.122, -0.009, 0.041], [0.319, -0.457, -0.293], [-0.016, 0.005, -0.002], [0.066, 0.216, 0.171], [-0.191, 0.055, 0.193], [-0.456, -0.346, -0.024], [-0.092, -0.249, 0.052], [0.156, 0.208, -0.043], [0.021, 0.319, -0.171], [-0.118, -1.130, -0.660], [0.057, 0.113, 0.297]], "lowdin_charge": [0.1279, -0.3946, -0.1895, -0.2671, 0.0015, -0.2271, -0.0146, -0.0016, 0.0269, 0.0730, 0.1287, 0.1062, 0.1172, 0.0883, 0.1092, 0.0030, 0.0610, 0.1099, 0.1154, 0.0655, 0.0591, 0.0282, -0.0217, -0.1046], "charge": 0, "spin_multiplicity": 2}

***

{"formula": "C4H16N3O", "method": "the ωB97M-V functional and the def2-TZVPD basis", "species": ["N", "C", "C", "C", "N", "C", "N", "H", "H", "H", "H", "H", "H", "H", "H", "H", "H", "H", "H", "H", "H", "H", "H", "O"], "positions_angstrom": [[0.266048, 0.608561, -0.231975], [-0.526834, -0.497808, -0.505397], [-0.792256, -1.274811, 0.793723], [0.528039, -1.832162, 1.323544], [1.144324, -2.632298, 0.217453], [-1.902171, -0.091097, -1.157523], [-1.727143, 0.725538, -2.399330], [1.901755, -2.081394, -0.169396], [5.129517, 4.901912, -0.327250], [0.680666, 0.898687, -1.131586], [0.012159, -1.169866, -1.241282], [-1.266767, -0.508988, 1.399614], [-1.467983, -2.125989, 0.565034], [1.209343, -0.994678, 1.389713], [0.422876, -2.378036, 2.250717], [5.076537, 4.392236, 0.191429], [1.536481, -3.549798, 0.378017], [-2.525068, 0.437770, -0.446362], [-2.414549, -0.987019, -1.460107], [-2.541166, 1.343672, -2.384381], [-0.980566, 1.396365, -2.213407], [-0.795185, 2.517316, 2.124217], [-0.154840, 1.307606, 1.180249], [-0.813217, 1.594281, 1.854288]], "forces_ev_per_angstrom": [[-0.389, -2.059, -1.858], [0.989, -0.012, 2.227], [-0.473, -0.448, -0.458], [0.348, 0.107, -1.279], [-0.084, 0.823, -0.453], [-0.385, 0.887, -2.717], [0.173, 0.236, 1.584], [0.083, -0.272, -0.069], [0.029, 0.325, -0.337], [-0.158, 0.638, 0.124], [-0.141, 0.274, -0.446], [-0.148, -0.526, 0.773], [0.186, 0.660, 0.211], [0.053, 0.141, 1.165], [0.086, 0.015, 0.124], [-0.030, -0.327, 0.338], [-0.471, -0.149, 0.434], [0.576, 0.010, 0.950], [0.047, -0.627, 0.149], [-0.157, -0.262, -0.705], [-0.090, 0.024, -0.303], [0.448, 0.052, -0.379], [-0.033, 1.231, 1.097], [-0.458, -0.741, -0.172]], "lowdin_charge": [0.3330, -0.3589, -0.1525, -0.2056, 0.0474, -0.1285, 0.0430, 0.0758, 0.0024, 0.1370, 0.2099, 0.0990, 0.1440, 0.0996, 0.1262, -0.0024, 0.0927, 0.1373, 0.1286, 0.0987, 0.0556, 0.0669, -0.0256, -0.0238], "charge": 1, "spin_multiplicity": 1}

***

{"formula": "C4H16N3O", "method": "the ωB97M-V functional and the def2-TZVPD basis", "species": ["C", "O", "C", "N", "H", "H", "H", "H", "H", "H", "H", "N", "C", "C", "N", "H", "H", "H", "H", "H", "H", "H", "H", "H"], "positions_angstrom": [[2.388396, -0.991075, -0.539821], [1.413713, -1.829533, 0.112750], [1.701537, 0.152529, -1.229485], [2.690447, 0.928077, -1.934545], [3.089079, -0.597856, 0.210233], [2.952322, -1.572508, -1.258020], [1.884259, -2.451172, 0.693566], [0.976443, -0.229790, -1.958004], [1.099764, 0.725131, -0.499731], [3.306017, 1.391918, -1.278506], [2.256581, 1.647717, -2.496523], [-1.188069, -1.088077, -0.132935], [-1.604413, -0.360342, 1.119741], [-2.361042, 0.906840, 0.764800], [-2.572280, 1.687382, 1.974278], [-1.872468, -1.781053, -0.438808], [-1.065963, -0.423206, -0.896733], [-0.268860, -1.567074, -0.034423], [-2.161251, -1.053202, 1.728447], [-0.686055, -0.140865, 1.669680], [-1.791087, 1.444957, -0.008953], [-3.341457, 0.643551, 0.361430], [-1.694241, 2.065988, 2.306853], [-3.151377, 2.491659, 1.764701]], "forces_ev_per_angstrom": [[0.277, -0.100, 0.457], [0.234, -0.184, 0.330], [-0.663, 0.106, -0.069], [0.036, 0.208, 0.012], [-0.130, -0.078, -0.115], [0.089, -0.118, -0.210], [-0.326, 0.233, -0.309], [0.174, -0.141, -0.129], [0.154, 0.016, 0.143], [0.099, 0.055, -0.043], [0.064, -0.001, -0.087], [-0.232, -0.143, -0.195], [0.554, -0.037, -0.015], [-0.118, 0.069, 0.278], [0.103, -0.006, -0.248], [-0.083, 0.136, 0.073], [-0.032, 0.052, -0.051], [0.274, 0.028, 0.210], [-0.379, -0.101, 0.153], [-0.030, 0.109, -0.163], [-0.055, -0.049, -0.098], [0.061, 0.049, -0.128], [0.082, -0.018, 0.104], [-0.155, -0.085, 0.098]], "lowdin_charge": [-0.2161, -0.1033, -0.3145, 0.0174, 0.1343, 0.1280, 0.1230, 0.1146, 0.1076, 0.0834, 0.0814, 0.1757, -0.1406, -0.2825, 0.0131, 0.1745, 0.1351, 0.1010, 0.1322, 0.1314, 0.1143, 0.1270, 0.0783, 0.0846], "charge": 1, "spin_multiplicity": 1}

***

{"formula": "C4H16NO2", "method": "the ωB97M-V functional and the def2-TZVPD basis", "species": ["C", "C", "C", "C", "N", "H", "H", "H", "H", "H", "H", "H", "H", "H", "H", "H", "H", "H", "H", "O", "H", "H", "O"], "positions_angstrom": [[-0.742374, 0.426885, 0.388824], [0.497940, -0.416762, 0.676609], [0.895615, -0.240863, 2.150965], [2.048955, 0.765890, 2.324331], [-0.891879, 0.675708, -1.121176], [-0.709617, 1.443220, 0.772823], [-1.634612, -0.046514, 0.777188], [1.296337, -0.011416, 0.055164], [0.247242, -1.415921, 0.384880], [1.189084, -1.202584, 2.551688], [0.042559, 0.114207, 2.732177], [2.911541, 0.302249, 2.790527], [2.435308, 1.155655, 1.379893], [1.821817, 1.576826, 3.016686], [-0.638288, 1.637990, -1.315348], [-0.213125, 0.106407, -1.639165], [-1.830429, 0.425814, -1.467350], [0.971526, -1.497713, -3.434423], [2.231805, -1.159769, -2.687629], [1.299178, -0.905408, -2.743997], [-3.430362, -1.039106, -2.433228], [-4.268106, -0.436662, -1.280781], [-3.530116, -0.258126, -1.878651]], "forces_ev_per_angstrom": [[0.194, 0.511, -0.568], [-0.537, 1.520, 0.222], [0.281, 0.175, -0.176], [0.394, -0.074, 0.398], [0.331, -0.748, 0.354], [0.246, -0.133, 0.494], [-0.265, -0.073, -0.205], [0.168, -0.397, -0.133], [0.221, -0.748, -0.078], [-0.027, -0.155, 0.155], [-0.096, -0.237, -0.003], [0.136, -0.331, 0.018], [-0.281, 0.200, 0.046], [-0.253, 0.157, -0.330], [-0.323, 0.161, -0.226], [0.177, -0.194, -0.054], [-0.295, 0.272, 0.012], [-0.096, 0.158, 0.051], [-0.140, 0.256, 0.198], [0.009, -0.312, -0.163], [-0.244, -0.048, -0.021], [0.081, 0.003, -0.163], [0.316, 0.038, 0.174]], "lowdin_charge": [-0.1286, -0.1948, -0.2275, -0.0904, 0.1907, 0.1314, 0.1280, 0.0996, 0.1124, 0.1066, 0.1065, 0.0715, 0.0694, 0.0750, 0.1652, 0.1065, 0.1011, 0.0595, 0.0656, -0.0526, 0.0673, 0.0745, -0.0369], "charge": 1, "spin_multiplicity": 1}

***

Record-wise total energy values, in a.u.: -421.94762, -421.61469, -401.38381, -401.01943, -401.26102, -367.00703